C9H8S | the ωB97M-V functional and the def2-TZVPD basis

ORCA input file:
```
! wB97M-V def2-TZVPD RIJCOSX def2/J DEFGRID3
* xyz 0 1
C -2.15 -0.29 0.49
C -2.10 1.07 0.69
C -1.12 -1.03 -0.08
C -0.94 1.72 0.30
C 1.30 -1.35 0.24
C 2.54 -0.94 0.50
C 0.66 0.57 -1.44
C 0.26 -0.53 -0.34
C 0.11 0.98 -0.19
S 3.33 0.54 0.15
H -2.97 -0.76 0.80
H -2.76 1.76 1.08
H -1.31 -2.04 0.01
H -0.71 2.84 0.30
H 0.86 -2.23 0.55
H 3.23 -1.60 1.14
H 1.63 0.49 -1.78
H 0.15 0.79 -2.42
*
```

The calculation puts the energy relative to the best compared isomer or geometry (same formula, charge and spin) at 111.6 kcal per mole. The lowest unoccupied orbital energy (alpha / beta) is -1.69 / -1.67 eV. For the total energy, the calculation gives -20291.501 eV. The value obtained for the HOMO-LUMO gap (alpha / beta) is 5.4 / 5.4 eV. The value obtained for the HOMO energy (alpha / beta) is -7.072 / -7.091 eV.

C9H9AlNO4 | the ωB97M-V functional and the def2-TZVPD basis

ORCA input file:
```
! wB97M-V def2-TZVPD RIJCOSX def2/J DEFGRID3
* xyz 3 1
Al 0.13 0.08 -0.06
O 0.12 2.98 -1.56
C 0.10 1.95 -1.02
C 0.11 -1.87 -0.93
O 0.11 -2.84 -1.54
C 2.21 0.04 -0.64
O 3.30 0.08 -1.02
C -2.00 0.07 -0.43
O -3.05 0.08 -0.91
C 0.11 0.93 -4.99
H -0.81 1.50 -4.92
H 1.04 1.50 -4.90
C 0.12 -0.40 -5.04
H 1.04 -0.97 -5.06
H -0.81 -0.98 -5.08
C -0.92 -0.66 4.78
C 0.39 0.05 4.40
C 0.46 0.22 2.97
N 0.39 0.25 1.81
H -1.79 -0.11 4.39
H -1.04 -0.75 5.86
H -0.95 -1.65 4.33
H 0.47 1.04 4.85
H 1.27 -0.54 4.70
*
```

The lowest unoccupied orbital energy (alpha / beta) is -14.22 / -14.22 eV. For the total energy, the calculation gives -25722.038 eV. The value obtained for the HOMO-LUMO gap (alpha / beta) is 4.4 / 4.4 eV. The value obtained for the HOMO energy (alpha / beta) is -18.604 / -18.601 eV.

C9H9BrI2N5O2SSn | the ωB97M-V functional and the def2-TZVPD basis

ORCA input file:
```
! wB97M-V def2-TZVPD RIJCOSX def2/J DEFGRID3
* xyz 3 1
Sn -0.33 0.62 0.16
C -2.53 0.89 4.70
C -1.27 0.30 4.15
N -0.13 1.10 4.38
N 0.96 0.63 3.94
C 1.02 -0.60 3.19
S 2.57 -1.39 2.88
N -1.20 -0.13 2.63
N -2.38 -0.54 1.99
H -2.42 0.98 5.78
H -3.39 0.24 4.51
H -2.69 1.88 4.28
H 1.82 1.11 4.22
H -3.05 0.23 1.97
H -2.84 -1.31 2.49
Br -0.93 -4.63 -0.93
C -0.78 -4.23 0.91
C -0.88 -5.23 1.90
N -0.81 -4.93 3.16
C -0.64 -3.72 3.62
C -0.52 -2.65 2.72
C -0.60 -2.92 1.35
C -0.40 -1.25 3.25
O -0.95 -1.05 4.52
O 1.51 -0.44 1.89
H -1.04 -6.28 1.64
H -0.63 -3.58 4.69
H -0.53 -2.09 0.61
I 0.22 3.72 -0.28
I 0.20 6.26 -1.24
*
```

The calculation puts the energy relative to the best compared isomer or geometry (same formula, charge and spin) at 37.0 kcal per mole. The lowest unoccupied orbital energy is -13.13 eV. For the total energy, the calculation gives -123898.279 eV. The value obtained for the HOMO-LUMO gap is 4.3 eV. The value obtained for the HOMO energy is -17.435 eV.

C9H9CsN2O5 | the ωB97M-V functional and the def2-TZVPD basis

ORCA input file:
```
! wB97M-V def2-TZVPD RIJCOSX def2/J DEFGRID3
* xyz 0 1
Cs -0.93 1.41 0.42
O 1.93 -2.96 -0.87
C 1.13 -1.90 -0.65
O 1.38 -1.10 0.22
C -0.03 -1.84 -1.57
C -0.23 -2.81 -2.55
C -1.34 -2.69 -3.37
C -2.19 -1.63 -3.18
C -1.91 -0.69 -2.17
N -0.85 -0.80 -1.38
C -2.91 0.50 -2.00
O -3.85 0.49 -2.79
O -2.64 1.30 -1.10
H 2.67 -2.95 -0.25
H 0.47 -3.63 -2.65
H -1.53 -3.42 -4.14
H -3.07 -1.46 -3.77
C 1.34 3.60 4.12
C 1.18 2.52 3.08
N 2.13 1.57 3.07
O 0.24 2.49 2.30
H 2.22 3.46 4.74
H 0.45 3.61 4.76
H 1.38 4.56 3.62
H 2.90 1.57 3.70
H 2.06 0.83 2.39
*
```

The lowest unoccupied orbital energy is -0.16 eV. For the total energy, the calculation gives -23245.744 eV. The value obtained for the HOMO-LUMO gap is 7.9 eV. The value obtained for the HOMO energy is -8.076 eV.

C9H9MoN2O6S5Sb | the ωB97M-V functional and the def2-TZVPD basis

ORCA input file:
```
! wB97M-V def2-TZVPD RIJCOSX def2/J DEFGRID3
* xyz -1 2
Mo -0.08 -0.16 -0.72
O 1.68 3.90 3.23
C 2.69 3.09 2.96
O 3.76 3.17 3.52
C 2.44 2.02 1.96
C 3.38 1.08 1.57
N 2.81 0.29 0.64
N 1.55 0.68 0.41
C 1.30 1.71 1.19
C -0.08 2.27 1.06
O -0.41 3.22 1.75
O -0.79 1.66 0.17
H 0.87 3.68 2.69
H 4.39 0.94 1.90
H 3.15 -0.52 0.14
S -0.34 -4.25 -3.67
Sb 0.21 -2.08 -3.67
S 1.41 -1.75 -1.52
S -1.84 -0.97 -2.33
C -2.11 1.86 -2.43
C -1.17 0.68 -2.42
O 0.09 0.86 -2.62
H -1.61 2.68 -2.93
H -2.36 2.16 -1.41
H -3.03 1.60 -2.96
C -2.40 -4.16 -0.35
O -1.67 -2.98 -0.02
C -1.51 -2.65 1.24
S -2.11 -3.49 2.53
S -0.48 -1.25 1.43
H -2.26 -4.26 -1.43
H -3.45 -4.02 -0.09
H -2.01 -5.02 0.19
*
```

The calculation puts the energy relative to the best compared isomer or geometry (same formula, charge and spin) at 0.0 kcal per mole. The lowest unoccupied orbital energy (alpha / beta) is 1.45 / 1.65 eV. For the total energy, the calculation gives -87319.857 eV. The value obtained for the HOMO-LUMO gap (alpha / beta) is 6.4 / 6.7 eV. The value obtained for the HOMO energy (alpha / beta) is -4.934 / -5.031 eV.

C9H9N2O4 | the ωB97M-V functional and the def2-TZVPD basis

ORCA input file:
```
! wB97M-V def2-TZVPD RIJCOSX def2/J DEFGRID3
* xyz -1 1
C -3.40 -0.15 0.75
C -2.28 -0.85 0.12
N -1.17 -0.29 0.43
C 0.08 -0.57 -0.03
N 0.42 -1.93 -0.46
O 1.61 -2.16 -0.30
O -0.36 -2.64 -1.18
C 1.20 -0.23 1.43
C 2.29 0.41 1.23
C 2.82 0.63 -0.07
C 2.09 0.52 -1.18
C 0.62 0.34 -1.09
C -0.15 1.76 -0.79
O -1.12 2.01 -1.49
O 0.41 2.38 0.06
H -3.10 0.89 0.60
H -4.47 -0.30 0.53
H -3.37 -0.29 1.79
H -2.48 -1.73 -0.40
H 0.79 -0.55 2.36
H 2.96 0.63 2.01
H 3.84 1.15 -0.12
H 2.55 0.75 -2.14
H 0.23 0.21 -2.06
*
```

The calculation puts the energy relative to the best compared isomer or geometry (same formula, charge and spin) at 75.0 kcal per mole. The lowest unoccupied orbital energy is 3.35 eV. For the total energy, the calculation gives -20644.281 eV. The SMILES is C/C=N/[C@]1([N+](=O)[O-])C=CC=C[C@@H]1C(=O)[O-]. The value obtained for the HOMO-LUMO gap is 7.4 eV. The value obtained for the HOMO energy is -4.088 eV.